Molecular formula: C15H20IrN7O2S2
Method: DFT, ωB97M-V/def2-TZVPD

The calculation puts the energy above the lowest of the compared OMol25 structures with the same formula, charge and spin at 65.4 kJ/mol. For the HOMO energy, the calculation gives -14.18 eV. The value obtained for the total energy is -54900.251 eV. The frontier orbital gap is 7.200 eV. For the max |F|, the calculation gives 0.79 eV Å⁻¹.

Structure (ORCA input):
```
! RIJCOSX wB97M-V def2-TZVPD def2/J DEFGRID3
* xyz 2 1
Ir -1.085 0.796 -1.489
C 3.217 -4.665 -1.495
C 2.335 -3.707 -0.783
C 1.840 -3.874 0.488
C 1.009 -2.885 1.026
N 0.714 -1.765 0.353
C 1.199 -1.609 -0.859
S 0.959 -0.252 -1.895
N 1.976 -2.576 -1.431
C 0.404 -3.058 2.373
H 3.335 -5.578 -0.919
H 4.203 -4.223 -1.650
H 2.801 -4.917 -2.471
H 2.079 -4.762 1.052
H 2.286 -2.433 -2.387
H 0.971 -3.763 2.977
H -0.610 -3.450 2.256
H 0.327 -2.101 2.879
O -3.194 0.941 -1.761
N -3.322 -0.296 -1.934
O -2.218 -0.893 -1.727
C 1.112 1.364 3.458
C 0.014 0.958 2.544
C -1.216 0.385 2.788
C -1.832 0.206 1.544
N -1.036 0.678 0.587
N 0.084 1.129 1.210
C -3.177 -0.372 1.282
H 1.105 0.747 4.354
H 0.988 2.400 3.774
H 2.084 1.265 2.977
H -1.626 0.121 3.745
H 0.893 1.370 0.660
H -3.614 -0.715 2.216
H -3.119 -1.220 0.601
H -3.846 0.375 0.855
S -1.016 1.543 -3.791
C -0.744 2.995 -2.987
N -0.711 4.242 -3.506
C -0.503 5.332 -2.736
C -0.330 5.182 -1.387
C -0.376 3.884 -0.862
N -0.568 2.833 -1.632
H -0.867 4.349 -4.504
H -0.491 6.288 -3.240
H -0.166 6.036 -0.750
H -0.266 3.695 0.198
*
```

Molecular formula: C12H14F16O2PS
Method: DFT, ωB97M-V/def2-TZVPD

For the HOMO energy, the calculation gives -2.45 eV. The value obtained for the total energy is -80369.494 eV. The frontier orbital gap is 4.674 eV. For the max |F|, the calculation gives 2.73 eV Å⁻¹.

Structure (ORCA input):
```
! RIJCOSX wB97M-V def2-TZVPD def2/J DEFGRID3
* xyz -1 1
C -3.959 -1.658 2.824
C -3.535 -3.111 3.082
P -1.780 -3.116 3.340
S -0.778 -3.642 1.715
H -3.655 -0.960 3.589
H -5.021 -1.644 2.738
H -3.542 -1.362 1.889
H -3.991 -3.491 3.990
H -1.562 -3.993 4.426
H -1.333 -1.837 3.682
C 1.965 1.356 0.760
C 2.861 2.237 1.650
C 3.623 1.570 2.797
F 2.800 1.014 3.700
F 4.359 2.517 3.439
F 2.145 3.279 2.120
F 3.821 2.755 0.827
O 0.578 1.327 1.011
C 0.036 0.455 1.927
C -0.605 1.198 3.103
F 0.310 1.980 3.720
F -1.071 0.316 4.005
F 0.945 -0.438 2.328
F -0.917 -0.211 1.265
H 2.027 1.803 -0.229
H 2.368 0.350 0.649
H 4.304 0.806 2.411
H -1.427 1.828 2.761
C -1.236 0.141 -4.461
C -0.394 1.421 -4.621
C 0.930 1.322 -5.383
F 1.799 0.487 -4.786
F 1.503 2.552 -5.424
F -0.188 1.979 -3.413
F -1.160 2.292 -5.341
O -1.152 -0.570 -3.247
C -0.174 -1.507 -3.031
C 0.755 -1.086 -1.895
F 1.338 0.110 -2.175
F 1.736 -2.000 -1.760
F 0.501 -1.784 -4.166
F -0.784 -2.632 -2.652
H -2.267 0.486 -4.480
H -1.129 -0.520 -5.319
H 0.756 0.987 -6.409
H 0.200 -1.006 -0.956
*
```

Molecular formula: C26H27F3IN5P
Method: DFT, ωB97M-V/def2-TZVPD

For the HOMO energy, the calculation gives -11.23 eV. The value obtained for the total energy is -60384.019 eV. The frontier orbital gap is 6.556 eV. For the max |F|, the calculation gives 1.91 eV Å⁻¹.

Structure (ORCA input):
```
! RIJCOSX wB97M-V def2-TZVPD def2/J DEFGRID3
* xyz 1 1
F 1.390 5.697 0.164
C 0.397 4.881 0.020
F -0.081 5.050 -1.195
F -0.523 5.144 0.878
P 0.980 3.089 0.104
I -0.076 1.792 1.817
H 0.672 2.488 -1.133
H 2.364 3.141 0.344
N 2.110 5.206 -4.069
C 1.755 6.240 -3.306
C 1.837 7.563 -3.709
C 2.319 7.829 -4.981
C 2.694 6.769 -5.790
C 2.569 5.482 -5.289
H 1.396 5.983 -2.330
H 1.532 8.362 -3.047
H 2.400 8.849 -5.336
H 3.075 6.935 -6.788
H 2.848 4.623 -5.889
N 1.035 -0.476 -2.308
C 2.353 -0.270 -2.268
C 3.145 -0.123 -3.395
C 2.537 -0.198 -4.638
C 1.170 -0.414 -4.705
C 0.469 -0.544 -3.516
H 2.788 -0.223 -1.274
H 4.210 0.044 -3.302
H 3.120 -0.091 -5.544
H 0.659 -0.482 -5.656
H -0.602 -0.713 -3.518
N -0.896 -0.747 4.121
C -0.279 -0.277 5.210
C 0.113 -1.071 6.273
C -0.151 -2.429 6.210
C -0.791 -2.937 5.091
C -1.140 -2.058 4.079
H -0.095 0.792 5.219
H 0.612 -0.637 7.129
H 0.139 -3.084 7.023
H -1.015 -3.991 5.005
H -1.640 -2.411 3.184
N -0.938 -3.798 9.406
C -1.022 -5.052 9.853
C -2.217 -5.690 10.145
C -3.396 -4.987 9.968
C -3.334 -3.683 9.506
C -2.088 -3.139 9.240
H -0.075 -5.563 9.982
H -2.222 -6.710 10.504
H -4.351 -5.449 10.186
H -4.232 -3.100 9.355
H -1.992 -2.122 8.873
N -0.725 -1.850 -7.091
C -1.770 -1.737 -6.267
C -2.704 -2.740 -6.066
C -2.552 -3.929 -6.760
C -1.478 -4.067 -7.620
C -0.598 -3.003 -7.748
H -1.852 -0.789 -5.746
H -3.530 -2.592 -5.383
H -3.262 -4.736 -6.631
H -1.324 -4.978 -8.182
H 0.258 -3.069 -8.410
*
```

Molecular formula: C15H17NO12P2S2Zn
Method: DFT, ωB97M-V/def2-TZVPD

The calculation puts the energy above the lowest of the compared OMol25 structures with the same formula, charge and spin at 516.9 kJ/mol. For the HOMO energy, the calculation gives -2.82 eV. The value obtained for the total energy is -130564.574 eV. The frontier orbital gap is 6.768 eV. For the max |F|, the calculation gives 0.56 eV Å⁻¹.

Structure (ORCA input):
```
! RIJCOSX wB97M-V def2-TZVPD def2/J DEFGRID3
* xyz -2 1
Zn -0.752 0.627 0.462
O 3.118 1.533 0.868
C 1.983 1.427 1.312
O 0.922 1.711 0.630
C 1.823 1.018 2.776
C 3.011 1.063 3.514
C 3.063 0.797 4.866
C 1.883 0.465 5.524
C 0.703 0.393 4.815
C 0.632 0.656 3.434
S -0.990 0.461 2.764
H 3.904 1.321 2.961
H 4.005 0.844 5.399
H 1.881 0.255 6.588
H -0.214 0.119 5.320
C -4.064 2.881 -2.752
C -3.510 2.483 -1.393
O -4.309 3.095 -0.395
P -3.546 0.664 -1.206
O -2.999 0.013 -2.554
O -5.109 0.306 -1.295
O -2.984 0.107 0.049
P -1.637 2.926 -1.289
O -0.800 3.874 0.930
O -1.082 1.491 -1.555
O -1.713 2.903 0.401
H -5.088 2.523 -2.875
H -3.453 2.478 -3.560
H -4.060 3.970 -2.822
H -3.800 3.045 0.428
H -2.065 0.335 -2.600
H -5.289 -0.475 -0.760
H -0.078 3.272 1.216
N -0.486 -1.367 -0.222
C 0.639 -2.021 -0.865
C 0.783 -3.400 -0.769
C 1.795 -4.042 -1.464
C 2.666 -3.312 -2.258
C 2.540 -1.934 -2.321
C 1.532 -1.278 -1.620
S 3.947 -4.188 -3.178
O 3.288 -5.418 -3.611
O 4.307 -3.287 -4.266
O 5.008 -4.405 -2.202
H -1.282 -1.382 -0.856
H -0.787 -1.886 0.600
H 0.085 -3.972 -0.166
H 1.902 -5.117 -1.423
H 3.237 -1.375 -2.932
H 1.441 -0.198 -1.649
*
```

Molecular formula: C17H23N2O
Method: DFT, ωB97M-V/def2-TZVPD

The calculation puts the energy above the lowest of the compared OMol25 structures with the same formula, charge and spin at 246.7 kJ/mol. For the HOMO energy, the calculation gives -11.06 eV. The value obtained for the total energy is -23021.690 eV. The frontier orbital gap is 6.040 eV. For the max |F|, the calculation gives 1.34 eV Å⁻¹.

Structure (ORCA input):
```
! RIJCOSX wB97M-V def2-TZVPD def2/J DEFGRID3
* xyz 1 1
C 5.514 -2.160 -1.060
O 5.083 -0.782 -1.084
C 3.765 -0.478 -0.966
C 3.431 0.900 -1.057
C 2.122 1.292 -0.970
C 1.066 0.358 -0.729
C -0.258 0.866 -0.665
C -1.479 0.172 -0.889
C -2.696 0.918 -0.787
C -3.929 0.301 -0.853
C -4.025 -1.088 -1.023
C -5.370 -1.742 -1.018
C -2.851 -1.829 -1.215
C -1.609 -1.209 -1.234
C 1.437 -1.006 -0.550
C 2.741 -1.431 -0.740
H 6.599 -2.087 -1.136
H 5.233 -2.656 -0.120
H 5.113 -2.717 -1.918
H 4.240 1.613 -1.210
H 1.867 2.346 -1.100
H -0.341 1.954 -0.635
H -2.629 2.000 -0.654
H -4.846 0.885 -0.755
H -5.277 -2.832 -1.007
H -5.948 -1.432 -0.139
H -5.958 -1.459 -1.901
H -2.928 -2.909 -1.360
H -0.733 -1.781 -1.533
H 0.685 -1.735 -0.255
H 2.993 -2.494 -0.696
C 1.066 2.341 2.317
N -0.088 1.493 2.004
C -1.338 2.112 2.456
N 0.068 0.276 2.737
H 0.928 3.305 1.815
H 1.175 2.508 3.404
H 1.978 1.867 1.934
H -1.443 3.080 1.952
H -2.180 1.467 2.173
H -1.349 2.271 3.551
H -0.739 -0.312 2.524
H 0.911 -0.184 2.391
*
```

Molecular formula: C3H4NPS
Method: DFT, ωB97M-V/def2-TZVPD

The calculation puts the energy above the lowest of the compared OMol25 structures with the same formula, charge and spin at 386.4 kJ/mol. For the HOMO energy (spin up / spin down), the calculation gives -8.98 / -9.04 eV. The value obtained for the total energy is -24785.258 eV. The frontier orbital gap (spin up / spin down) is 6.637 / 7.081 eV. For the max |F|, the calculation gives 2.85 eV Å⁻¹.

Structure (ORCA input):
```
! RIJCOSX wB97M-V def2-TZVPD def2/J DEFGRID3
* xyz 0 1
C 2.332 -2.349 -0.737
C -0.365 0.512 -0.098
C -1.414 1.065 0.877
N 0.420 -0.479 0.353
P 1.335 -1.048 -0.851
S -0.128 1.261 -1.535
H 2.820 -2.867 -1.598
H -1.708 0.437 1.709
H -2.253 1.651 0.349
H -1.039 1.817 1.530
*
```

Molecular formula: C28H29MoN3OPS
Method: DFT, ωB97M-V/def2-TZVPD

The calculation puts the energy above the lowest of the compared OMol25 structures with the same formula, charge and spin at 4.6 kJ/mol. For the HOMO energy (spin up / spin down), the calculation gives -16.99 / -16.97 eV. The value obtained for the total energy is -57979.645 eV. The frontier orbital gap (spin up / spin down) is 6.738 / 6.735 eV. For the max |F|, the calculation gives 0.35 eV Å⁻¹. The expectation value of S² is 2.027.

Structure (ORCA input):
```
! RIJCOSX wB97M-V def2-TZVPD def2/J DEFGRID3
* xyz 3 3
Mo 1.633 -0.047 0.053
C -1.955 -1.491 4.911
C -2.606 -2.188 3.900
C -2.195 -2.051 2.585
C -1.120 -1.209 2.289
C -0.465 -0.513 3.305
C -0.885 -0.656 4.619
P -0.536 -1.120 0.602
C -1.948 -1.197 -0.505
C -3.112 -0.494 -0.182
C -4.199 -0.536 -1.043
C -4.126 -1.273 -2.217
C -2.966 -1.964 -2.548
C -1.870 -1.924 -1.698
C 0.576 -2.502 0.298
C 0.342 -3.853 0.062
C 1.433 -4.708 0.048
C 2.736 -4.233 0.261
C 2.975 -2.888 0.464
C 1.881 -2.012 0.452
H -2.283 -1.601 5.935
H -3.436 -2.840 4.139
H -2.710 -2.594 1.801
H 0.380 0.127 3.080
H -0.383 -0.122 5.414
H -3.180 0.055 0.751
H -5.111 -0.012 -0.787
H -4.986 -1.320 -2.874
H -2.922 -2.546 -3.459
H -0.967 -2.462 -1.960
H -0.661 -4.243 -0.064
H 1.271 -5.767 -0.108
H 3.564 -4.929 0.265
H 3.990 -2.552 0.636
O 3.832 0.209 0.088
C 4.406 1.237 0.922
C 3.281 2.072 1.459
C 3.540 3.218 2.185
C 2.480 3.975 2.657
C 1.175 3.570 2.385
C 0.978 2.419 1.667
N 2.014 1.669 1.208
H 4.500 -0.412 -0.230
H 5.082 1.853 0.328
H 4.964 0.778 1.740
H 4.564 3.513 2.373
H 2.667 4.874 3.230
H 0.325 4.139 2.733
H -0.016 2.053 1.447
S 1.542 0.077 -2.261
C 0.299 1.178 -2.898
N -0.946 1.184 -2.477
C -1.988 2.037 -3.085
C -1.343 3.269 -3.692
C -0.205 2.862 -4.610
N 0.705 1.962 -3.871
H -1.242 0.445 -1.854
H -2.694 2.299 -2.299
H -2.518 1.449 -3.836
H -0.968 3.925 -2.905
H -2.086 3.826 -4.258
H 0.380 3.719 -4.933
H -0.565 2.338 -5.497
H 1.678 1.923 -4.139
*
```

Molecular formula: C6H13N2O
Method: DFT, ωB97M-V/def2-TZVPD

The calculation puts the energy above the lowest of the compared OMol25 structures with the same formula, charge and spin at 399.4 kJ/mol. For the HOMO energy, the calculation gives -10.59 eV. The value obtained for the total energy is -11450.575 eV. The frontier orbital gap is 6.931 eV. For the max |F|, the calculation gives 3.44 eV Å⁻¹.

Structure (ORCA input):
```
! RIJCOSX wB97M-V def2-TZVPD def2/J DEFGRID3
* xyz 1 1
C -1.246 -0.947 0.905
C -0.785 -1.358 -0.574
C 1.151 0.116 -1.194
C -1.704 0.532 0.676
C -0.310 -0.100 -1.316
C 1.734 0.119 0.213
N 1.955 1.234 0.853
N -1.158 1.033 -0.595
O 1.925 -1.078 0.762
H -2.010 -1.510 1.399
H -0.460 -0.929 1.647
H 0.092 -2.021 -0.536
H -1.576 -1.862 -1.052
H 1.453 -0.743 -1.859
H 1.429 0.992 -1.926
H -2.773 0.494 0.529
H -1.281 1.153 1.437
H 2.323 1.340 1.840
H 1.547 2.167 0.572
H -1.891 1.378 -1.307
H -0.486 1.776 -0.593
H 2.069 -1.788 0.119
*
```

Molecular formula: C18H36BFNO4S2
Method: DFT, ωB97M-V/def2-TZVPD

The calculation puts the energy above the lowest of the compared OMol25 structures with the same formula, charge and spin at 306.0 kJ/mol. For the HOMO energy, the calculation gives -4.60 eV. The value obtained for the total energy is -53988.285 eV. The frontier orbital gap is 6.706 eV. For the max |F|, the calculation gives 5.55 eV Å⁻¹.

Structure (ORCA input):
```
! RIJCOSX wB97M-V def2-TZVPD def2/J DEFGRID3
* xyz -1 1
C 1.690 -3.890 -0.515
C 2.264 -2.904 -1.629
O 1.445 -2.480 -2.501
O 3.594 -2.417 -1.716
C 4.058 -1.804 -0.479
C 4.010 -0.180 -0.501
B 2.463 0.376 -0.195
C 2.185 1.890 -0.752
C 0.700 2.045 -1.417
C -0.497 1.819 -0.377
C -1.625 0.935 -1.144
N -2.414 0.046 -0.241
C -3.596 -0.575 -0.840
C -4.224 -1.468 0.251
C -3.352 -1.334 1.551
C -2.247 -0.335 1.134
C 2.116 0.087 1.378
C 2.044 1.354 2.347
F 0.903 -0.768 1.437
H 0.546 -3.934 -0.662
H 1.831 -3.398 0.522
H 2.147 -4.934 -0.515
H 5.184 -2.074 -0.396
H 3.573 -2.202 0.474
H 4.646 0.162 0.398
H 4.429 0.259 -1.472
H 1.757 -0.356 -0.844
H 2.905 2.038 -1.654
H 2.424 2.742 -0.035
H 0.703 1.293 -2.297
H 0.664 3.098 -1.901
H -0.193 1.388 0.630
H -0.995 2.850 -0.198
H -2.349 1.596 -1.760
H -1.130 0.241 -1.926
H -3.996 -0.435 -1.899
H -5.141 -2.135 0.173
H -3.460 -1.833 2.568
H -1.423 0.042 1.819
H 2.962 -0.593 1.792
H 2.309 1.054 3.435
H 1.024 1.888 2.355
H 2.849 2.121 2.048
C 4.113 5.796 -2.812
S 4.010 5.926 -1.013
O 3.271 4.727 -0.521
C 2.859 7.319 -0.991
H 4.759 4.953 -3.060
H 3.120 5.626 -3.232
H 4.542 6.713 -3.220
H 1.943 7.055 -1.523
H 3.328 8.188 -1.456
H 2.620 7.551 0.048
C -5.306 -5.746 1.747
S -6.809 -4.904 1.207
O -6.526 -3.439 1.209
C -7.774 -5.271 2.690
H -4.542 -5.613 0.979
H -4.954 -5.317 2.686
H -5.509 -6.812 1.872
H -7.271 -4.871 3.571
H -7.900 -6.351 2.786
H -8.754 -4.802 2.588
*
```